Below is a 9-piece molecular cluster, C17H43N9O14 overall, with properties calculated with wB97M-V/def2-TZVPD.

Each line ends with the Löwdin charge.
Positions of all 83 atoms, in Å:
C 13.8578 8.5162 12.1055  0.051
N 13.8501 8.0010 10.7103  -0.446
O 13.7507 6.8515 10.4759  0.116
O 13.8522 8.8783 9.8338  0.010
H 14.8956 8.8330 12.3034  0.104
H 13.5052 7.7483 12.7956  0.100
H 13.2367 9.4097 12.1915  0.081
C 13.7626 9.7575 6.6873  0.068
N 14.6515 10.1839 5.5072  -0.460
O 14.2297 11.0442 4.8112  0.062
O 15.7403 9.6959 5.4197  0.069
H 12.9916 9.1097 6.2586  0.104
H 13.3116 10.6406 7.1227  0.070
H 14.4088 9.2161 7.3827  0.067
C 16.1438 15.3814 11.2389  0.058
N 15.8046 15.4839 9.7899  -0.442
O 15.4094 14.4875 9.2334  0.040
O 15.9127 16.5380 9.2574  0.099
H 16.8224 14.5336 11.2706  0.086
H 15.2803 15.0692 11.8337  0.085
H 16.6101 16.2876 11.5971  0.096
C 15.0792 14.1017 6.0575  0.063
N 13.7233 14.1694 6.6509  -0.423
O 13.1023 15.1855 6.4841  0.084
O 13.2694 13.2439 7.2917  0.020
H 15.8254 14.2642 6.8509  0.093
H 15.1033 14.8929 5.3237  0.102
H 15.2124 13.1088 5.6808  0.069
C 12.7756 12.6069 9.9631  0.010
N 12.5650 12.3289 11.3903  -0.474
O 13.5050 12.1023 12.0740  0.077
O 11.4416 12.3082 11.7521  0.055
H 11.9586 12.1564 9.3973  0.082
H 13.7422 12.2609 9.5923  0.086
H 12.7292 13.6731 9.8555  0.067
C 10.3584 17.2337 12.8285  -0.043
N 11.6256 16.7900 12.2381  -0.184
C 12.6135 17.7984 11.9560  -0.038
C 11.8939 15.5119 12.0285  -0.323
O 12.9173 15.1042 11.4960  -0.011
H 9.9508 18.1253 12.3414  0.088
H 10.4650 17.4956 13.9035  0.095
H 9.6318 16.3873 12.8218  0.091
H 13.4316 17.7612 12.6754  0.098
H 13.0594 17.6355 10.9622  0.095
H 12.1300 18.7670 11.8504  0.089
H 11.1504 14.8227 12.4861  0.139
C 17.4508 9.4916 8.6791  -0.009
N 17.9751 10.4758 9.6853  -0.183
C 16.9947 11.2674 10.4013  -0.063
C 19.2663 10.8534 9.6668  -0.351
O 20.1404 10.3378 8.9725  -0.003
H 16.6237 8.8750 9.0733  0.073
H 18.2411 8.8350 8.3247  0.086
H 16.9788 10.0665 7.8440  0.086
H 16.4056 11.8679 9.7106  0.076
H 16.3669 10.6012 11.0157  0.080
H 17.4881 11.9285 11.1284  0.080
H 19.4929 11.6216 10.4330  0.131
C 9.3783 10.5156 13.4870  -0.076
N 8.4451 10.9130 12.4439  -0.173
C 7.9284 12.3208 12.4509  -0.013
C 7.9290 9.9601 11.6196  -0.348
O 7.0467 10.1184 10.7930  0.004
H 8.9717 10.6271 14.4989  0.086
H 10.2769 11.1408 13.4707  0.060
H 9.7413 9.4955 13.2888  0.086
H 7.5264 12.4140 13.4517  0.082
H 8.7116 13.0473 12.2813  0.057
H 7.1841 12.4887 11.6736  0.083
H 8.4503 9.0056 11.6189  0.123
C 9.9408 13.2797 7.8696  -0.082
N 8.6626 13.9072 7.8160  -0.185
C 8.1903 14.6383 9.0064  -0.021
C 7.9086 13.8783 6.6904  -0.348
O 6.8203 14.3970 6.5885  0.013
H 9.9612 12.5107 8.6251  0.073
H 10.7367 13.9725 8.1320  0.075
H 10.1954 12.8047 6.9227  0.091
H 8.5788 14.1159 9.8873  0.071
H 8.5133 15.6840 8.9764  0.091
H 7.1060 14.6588 9.0227  0.083
H 8.3717 13.2965 5.8490  0.141

- spin multiplicity = 1
- LUMO (Ha) = -0.009
- SMILES = C[N+](=O)[O-].C[N+](=O)[O-].C[N+](=O)[O-].C[N+](=O)[O-].C[N+](=O)[O-].CN(C)C=O.CN(C)C=O.CN(C)C=O.CN(C)C=O
- max |F| (eV/Å) = 3.37
- total charge = 0
- highest occupied orbital energy (eV) = -9.098
- energy relative to the best compared isomer or geometry (same formula, charge and spin) (kcal per mole) = 0.00
- Kohn-Sham gap (eV) = 8.86